Molecular formula: CH3Cl2OPS
Method: DFT, ωB97M-V/def2-TZVPD

The total charge is 0. As for the multiplicity: 1. The value obtained for the gap between HOMO and LUMO is 9.25 eV.

Each line ends with the Löwdin charge.
CARTESIAN COORDINATES (ANGSTROEM)
C  -0.1676  -1.0686  -0.3805  -0.664
O  -1.1067  0.4821  1.8340  -0.377
P  -0.7990  0.5046  0.4176  0.144
S  -1.2007  1.9904  -0.7464  0.293
Cl  -1.7779  -1.8907  -0.4047  0.540
Cl  2.7767  0.9680  0.0366  0.249
H  0.3332  -1.8271  0.1751  0.028
H  0.3580  -0.7408  -1.2279  0.015
H  1.5839  1.5820  0.2964  -0.226

***

Molecular formula: CH3ClF2Si
Method: DFT, ωB97M-V/def2-TZVPD

The total charge is 0. As for the multiplicity: 1. The value obtained for the gap between HOMO and LUMO (spin up / spin down) is 9.15 / 6.10 eV.

Each line ends with the Löwdin charge.
CARTESIAN COORDINATES (ANGSTROEM)
C  -1.6668  -0.2548  0.0326  -0.712
F  -1.8146  -0.8367  -1.1955  -0.031
F  -2.2567  -1.0994  0.9218  -0.015
Si  2.0043  0.2101  0.0352  0.655
Cl  -2.4807  1.3112  0.0501  0.629
H  1.6182  0.2699  1.4276  -0.177
H  2.0405  1.4153  -0.7648  -0.174
H  2.5558  -1.0157  -0.5071  -0.176

***

Molecular formula: CH3ClFOP
Method: DFT, ωB97M-V/def2-TZVPD

The total charge is 0. As for the multiplicity: 1. The value obtained for the gap between HOMO and LUMO (spin up / spin down) is 6.88 / 6.45 eV.

Each line ends with the Löwdin charge.
CARTESIAN COORDINATES (ANGSTROEM)
C  -0.0628  -1.0454  -0.1240  -0.111
O  -0.7795  0.2227  -0.3685  -0.507
F  1.8472  0.7555  1.3160  -0.646
P  -0.1299  1.5823  -0.8265  0.720
Cl  -1.3556  2.8617  0.0730  0.304
H  0.5659  -1.5746  -0.8584  0.090
H  -0.7690  -1.8855  0.1535  0.108
H  0.6837  -0.9169  0.6349  0.041

***

Molecular formula: CH3ClFOP
Method: DFT, ωB97M-V/def2-TZVPD

The total charge is 0. As for the multiplicity: 1. The value obtained for the gap between HOMO and LUMO (spin up / spin down) is 7.78 / 7.67 eV.

Each line ends with the Löwdin charge.
CARTESIAN COORDINATES (ANGSTROEM)
C  -0.5490  0.6636  0.3160  -0.127
O  0.6640  0.4228  0.0114  -0.570
F  -1.4548  -1.9710  -0.5221  -0.098
P  1.9560  0.5423  -0.8282  0.556
Cl  3.4255  -0.0039  0.6136  0.021
H  -1.8734  -1.1159  -0.4942  0.071
H  -1.2014  1.0861  -0.3887  0.055
H  -0.9669  0.3759  1.2922  0.093

***

Molecular formula: CH3ClFP
Method: DFT, ωB97M-V/def2-TZVPD

The total charge is 0. As for the multiplicity: 1. The value obtained for the gap between HOMO and LUMO (spin up / spin down) is 8.03 / 8.12 eV.

Each line ends with the Löwdin charge.
CARTESIAN COORDINATES (ANGSTROEM)
C  2.0652  -0.0352  0.1094  -0.596
F  2.4279  -1.2017  0.6170  -0.052
P  -2.3608  0.1876  0.6140  0.492
Cl  0.5203  0.4719  0.6480  0.531
H  2.1128  0.0305  -1.0416  0.083
H  -2.3786  -0.6545  -0.6103  -0.193
H  -2.3868  1.2013  -0.3365  -0.265

***

Molecular formula: CH3ClINO
Method: DFT, ωB97M-V/def2-TZVPD

As for the SMILES: CON(Cl)I. The total charge is 0. As for the multiplicity: 1. The value obtained for the gap between HOMO and LUMO (spin up / spin down) is 8.45 / 7.34 eV.

Each line ends with the Löwdin charge.
CARTESIAN COORDINATES (ANGSTROEM)
C  0.9861  0.4040  -0.0532  -0.125
N  -0.8261  -0.7738  0.4642  -0.674
O  0.2132  -0.7120  -0.3804  -0.298
Cl  -1.7558  -2.0772  -0.0070  0.598
I  -2.4097  1.2705  0.0665  0.293
H  1.5647  0.1450  0.7927  0.086
H  0.5197  1.4073  -0.1040  0.053
H  1.7079  0.3362  -0.7788  0.066

***

Molecular formula: CH3ClN2
Method: DFT, ωB97M-V/def2-TZVPD

As for the SMILES: ClC1NN1. The total charge is 0. As for the multiplicity: 1. The value obtained for the gap between HOMO and LUMO is 11.26 eV.

Each line ends with the Löwdin charge.
CARTESIAN COORDINATES (ANGSTROEM)
C  -0.6829  -0.0650  0.2543  -0.868
N  0.1228  0.7472  -0.4549  -0.005
N  0.1389  -0.6916  -0.6234  0.027
Cl  -2.4492  0.0121  -0.0742  0.540
H  -0.5870  -0.0297  1.5712  0.182
H  -0.2856  1.1696  -1.2451  0.073
H  0.9312  -1.1055  -0.3570  0.049

***

Molecular formula: CH3ClN2
Method: DFT, ωB97M-V/def2-TZVPD

As for the SMILES: N/C=N/Cl. The total charge is 0. As for the multiplicity: 1. The value obtained for the gap between HOMO and LUMO is 10.01 eV.

Each line ends with the Löwdin charge.
CARTESIAN COORDINATES (ANGSTROEM)
C  -0.1404  0.1879  -0.0035  -0.452
N  -1.1105  -0.5679  -0.3864  -0.364
N  1.1725  -0.2143  -0.0029  0.070
Cl  -2.6565  0.3353  -0.1346  0.437
H  -0.4931  1.2687  0.1673  0.101
H  1.9306  0.2871  0.3378  0.055
H  1.2973  -1.2968  0.0224  0.152

***

Molecular formula: CH3ClN2
Method: DFT, ωB97M-V/def2-TZVPD

As for the SMILES: [H]/N=N/CCl. The total charge is 0. As for the multiplicity: 1. The value obtained for the gap between HOMO and LUMO is 10.30 eV.

Each line ends with the Löwdin charge.
CARTESIAN COORDINATES (ANGSTROEM)
C  -0.5164  -0.6698  0.1782  -0.584
N  1.0822  0.7812  -0.5679  0.030
N  0.3476  0.6245  0.4191  -0.144
Cl  -2.0416  0.1396  -0.2045  0.562
H  -0.0203  -1.1749  -0.5135  -0.004
H  -0.4994  -1.3138  1.0922  0.086
H  1.6480  1.6132  -0.4037  0.054

***

Molecular formula: CH3ClN2O2
Method: DFT, ωB97M-V/def2-TZVPD

The total charge is 0. As for the multiplicity: 3. The value obtained for the gap between HOMO and LUMO (spin up / spin down) is 6.74 / 7.89 eV.

Each line ends with the Mulliken spin population.
CARTESIAN COORDINATES (ANGSTROEM)
C  -1.3869  0.1810  -0.0456  0.012
N  1.2944  -0.1541  0.4013  0.417
N  0.8685  -0.2826  -0.7992  1.065
O  -1.0932  1.2570  0.3483  -0.003
O  -0.7206  -0.6727  -0.7181  0.398
Cl  -3.0203  -0.7282  0.3602  0.133
H  1.5323  0.8041  0.7866  0.010
H  1.5231  -1.0179  0.9870  0.001
H  1.0028  0.6133  -1.3205  -0.033

***

Ordered energy relative to the best compared isomer or geometry (same formula, charge and spin) results: 248.6, 317.7, 539.1, 500.0, 551.7, 37.0, 355.6, 208.4, 271.6, 74.2; unit kJ/mol.